The following is a quantum chemistry calculation of AgH14O7 as an isolated structure, from the Open Molecules 2025 dataset.

The geometry in XYZ format:
```
22
Properties=species:S:1:pos:R:3:forces:R:3
Ag 0.004211 -0.092776 0.092108 0.103 0.361 -0.625
O 1.616120 0.677904 -1.758862 -0.038 -0.193 0.153
H 1.509289 1.444706 -2.321736 -0.181 0.455 -0.158
H 2.366624 0.212130 -2.127698 0.349 -0.319 -0.169
O -0.004553 0.714801 2.348177 0.073 -0.245 0.259
H -0.678877 0.502343 2.993453 -0.428 -0.386 0.245
H 0.447906 1.474336 2.715095 0.309 0.411 0.040
O -1.867523 0.907451 -0.963394 0.693 -0.418 0.271
H -2.586730 0.376733 -1.305892 -0.473 -0.630 -0.156
H -2.172887 1.810429 -1.050659 -0.001 0.809 0.060
O -1.508578 -1.464999 1.231858 -0.135 0.066 0.522
H -1.133946 -2.322357 1.433902 0.306 -0.519 0.167
H -2.443800 -1.632983 1.116216 -0.600 0.049 -0.158
O 0.430503 2.231572 0.207804 0.112 0.225 -0.453
H 1.146420 2.717657 0.616948 0.636 0.204 0.131
H -0.326261 2.813302 0.279418 -0.544 0.319 0.112
O 1.762765 -1.335203 0.543480 -0.498 0.059 0.484
H 2.462191 -1.074769 1.142822 0.346 0.484 0.645
H 2.187051 -1.927057 -0.077749 0.047 -0.426 -0.826
O -0.364274 -1.800925 -1.378178 -0.176 0.079 -0.057
H -0.743854 -1.522710 -2.211695 -0.212 0.372 -0.627
H -0.101796 -2.709585 -1.525417 0.313 -0.756 0.142
```
Positions in Å, forces in eV/Å.

- gap between HOMO and LUMO (spin up / spin down) (eV) = 3.91 / 7.94
- E_HOMO (spin up / spin down) (eV) = -6.57 / -14.99
- 2S+1 = 3
- <S²> = 2.002
- M (g/mol) = 234.0
- E_LUMO (spin up / spin down) (eV) = -2.7 / -7.1
- net charge = +1